No. 1
44
Properties=species:S:1:pos:R:3:mulliken_charge:R:1 method="wB97M-V/def2-TZVPD" de_lowest_kj_mol=188.0 gap_ev=7.8 molar_mass_da=334.35 smiles="CNC(=O)[C@@H](Cc1ccccc1)NC(=O)[C@@H](CC(=O)[O-])NC(C)=O" multiplicity=1 homo_ev=-5.013 total_charge=-1
C -2.32343 -3.15072 -2.07623 -1.066
N -1.86142 -2.08676 -1.02915 -0.157
C -0.57824 -1.74711 -0.85454 0.349
O 0.27440 -1.83503 -1.71609 -0.674
C -0.28056 -1.18909 0.56894 -0.364
C 1.21261 -1.07422 0.85507 -0.945
C 2.02440 -2.32959 0.89297 0.317
C 1.81882 -3.36627 1.86893 -0.298
C 2.82517 -4.32319 2.14377 -0.414
C 3.93393 -4.42265 1.21546 -0.543
C 4.18498 -3.33475 0.25291 -0.719
C 3.18588 -2.34436 0.11798 -0.476
N -0.90600 0.11102 0.78694 0.112
C -2.18912 0.34211 1.20431 0.055
O -2.91946 -0.53873 1.40713 -0.711
C -2.61021 1.92356 1.28064 0.179
C -2.68178 2.50560 2.72484 -1.002
C -1.42291 2.48569 3.60608 0.487
O -1.53423 2.84471 4.83031 -0.814
O -0.44242 1.93821 3.08016 -0.622
N -1.63333 2.65859 0.53657 -0.393
C -1.39456 2.75983 -0.79599 0.775
C -0.18068 3.63023 -1.05611 -1.035
O -2.16082 2.38296 -1.62871 -0.657
H -1.63507 -2.99202 -2.83364 0.413
H -3.38998 -3.19957 -2.31613 0.289
H -2.16196 -4.15147 -1.83941 0.368
H -2.55217 -1.83425 -0.30058 0.263
H -0.77345 -1.86172 1.16412 0.620
H 1.28331 -0.64592 1.84982 0.499
H 1.63166 -0.50557 0.11453 0.616
H 0.95048 -3.35226 2.54255 0.316
H 2.68276 -5.05279 3.00423 0.297
H 4.56779 -5.18764 1.52161 0.378
H 5.03166 -3.35145 -0.32900 0.463
H 3.44628 -1.56960 -0.50461 0.412
H -0.32480 1.01189 0.72183 0.265
H -3.57446 2.06842 0.77576 0.585
H -2.97151 3.64589 2.59448 0.219
H -3.41471 1.93616 3.20793 0.446
H -1.00229 2.98617 1.26770 0.331
H -0.13554 3.81861 -2.19802 0.323
H 0.72539 3.02154 -0.84104 0.249
H -0.25940 4.67270 -0.49718 0.262


No. 2
47
Properties=species:S:1:pos:R:3:mulliken_charge:R:1 method="wB97M-V/def2-TZVPD" de_lowest_kj_mol=0.0 gap_ev=7.5 molar_mass_da=997.14 multiplicity=1 homo_ev=-7.622
Tl 0.65588 -1.28011 -0.76291 1.180
O -2.36329 -3.00256 1.79472 -0.764
C -1.61540 -2.67970 0.87374 0.157
N -0.66018 -1.74750 0.93449 -0.165
C -0.49676 -1.11347 2.21619 -0.900
C 0.76725 -0.29576 2.31204 0.480
C 1.08477 0.37101 3.49343 -0.766
C 2.25990 1.09204 3.56140 -0.288
C 3.10214 1.13204 2.45444 -0.870
C 2.71304 0.45687 1.31811 -0.459
N 1.56968 -0.23182 1.25748 -0.047
C -1.75246 -3.39309 -0.45727 0.584
C -2.70545 -4.38801 -0.60871 -0.644
C -2.80510 -5.02141 -1.83582 -0.211
C -1.96041 -4.64220 -2.86923 -0.861
C -1.03970 -3.63570 -2.63583 -0.030
N -0.94440 -3.03461 -1.45197 -0.101
H -0.47916 -1.86730 3.01117 0.552
H -1.34636 -0.46153 2.44955 0.342
H 0.41024 0.31067 4.33777 0.464
H 2.52660 1.61448 4.47116 0.434
H 4.03691 1.67427 2.47349 0.457
H 3.31916 0.44700 0.41990 0.567
H -3.33501 -4.63355 0.23386 0.491
H -3.53697 -5.80436 -1.98796 0.424
H -2.01054 -5.11295 -3.84101 0.408
H -0.35712 -3.28976 -3.40312 0.331
Se 2.88901 -2.54333 -1.19596 -0.308
Se 2.73084 -2.39447 -3.53059 -0.298
Te 2.43347 0.07380 -3.78628 0.023
Se 0.11446 0.20748 -2.80757 -0.321
C -2.77234 1.79298 -0.85141 -1.001
Se -1.42579 1.82776 0.54613 0.163
C -0.75594 3.62097 0.19856 -0.781
C 0.03688 3.76142 -1.08853 -0.664
Se 1.79672 2.93351 -1.05421 0.159
C 2.63371 4.24143 0.11844 -1.073
H -3.47255 2.61522 -0.72207 0.337
H -3.30500 0.84956 -0.74989 0.301
H -2.30741 1.83487 -1.83363 0.269
H -0.15223 3.88209 1.06759 0.352
H -1.61756 4.29153 0.18914 0.411
H 0.18236 4.81578 -1.33161 0.412
H -0.48040 3.29769 -1.92779 0.299
H 2.53172 5.24426 -0.29138 0.329
H 3.69042 3.98669 0.17092 0.334
H 2.21234 4.19773 1.12102 0.292


No. 3
43
Properties=species:S:1:pos:R:3:mulliken_charge:R:1 method="wB97M-V/def2-TZVPD" de_lowest_kj_mol=228.4 gap_ev=8.6 molar_mass_da=316.36 smiles="COCc1nc2cc3c(cc2[nH]1)c(=O)n(C)c(=O)n3CC(C)C" multiplicity=1 homo_ev=-8.273
C 2.82140 0.41809 6.18103 -0.643
O 2.64743 1.38647 5.16320 -0.351
C 1.26127 1.54407 4.73241 -0.694
C 1.01604 1.13573 3.29174 0.312
N 0.23202 0.10703 2.96160 -0.828
C 0.48336 -0.04018 1.60123 0.766
C -0.06700 -0.82898 0.60024 -0.594
C 0.23352 -0.60611 -0.71204 0.263
C 1.09713 0.45551 -1.09162 0.975
C 1.81228 1.08973 -0.08278 -1.596
C 1.45710 0.85602 1.20815 0.481
N 1.85553 1.50575 2.29136 -0.061
C 1.25676 0.89084 -2.43254 0.136
O 1.45820 2.00088 -2.72256 -0.568
N 1.10156 -0.14670 -3.35174 0.091
C 1.70360 0.13278 -4.74377 -0.891
C 0.28305 -1.23226 -3.01861 0.389
O 0.10839 -2.08728 -3.86392 -0.652
N -0.37740 -1.29351 -1.77163 0.363
C -1.73971 -1.79106 -1.69331 -1.717
C -2.74235 -0.78245 -1.30776 1.446
C -2.92827 0.17828 -2.39041 -1.538
C -3.99157 -1.50971 -0.95033 -1.881
H 3.84747 0.39659 6.67055 0.226
H 2.06482 0.64238 6.97355 0.291
H 2.62482 -0.59121 5.75667 0.295
H 0.92222 2.60821 4.81361 0.245
H 0.64956 0.83705 5.29990 0.385
H -1.00281 -1.39399 0.86175 0.296
H 2.65209 1.69027 -0.36092 0.456
H 2.39797 2.36181 2.28457 0.248
H 1.83123 -0.76244 -5.42999 0.287
H 0.94674 0.81550 -5.21673 0.320
H 2.60527 0.70693 -4.74378 0.321
H -1.80742 -2.69405 -1.08977 0.341
H -2.15609 -2.08927 -2.65518 0.495
H -2.43405 -0.21458 -0.46736 0.316
H -3.49319 1.09260 -2.02008 0.375
H -1.99862 0.53996 -2.86962 0.257
H -3.49678 -0.31663 -3.14649 0.397
H -3.82477 -1.93386 -0.04599 0.526
H -4.39545 -2.16583 -1.78148 0.331
H -4.91536 -0.91236 -0.73115 0.385


No. 4
44
Properties=species:S:1:pos:R:3:mulliken_spin:R:1 method="wB97M-V/def2-TZVPD" gap_ev="8.5 / 4.2" molar_mass_da=417.43 s2=6.03 multiplicity=5 homo_ev="-22.948 / -23.329" total_charge=+4
N 2.04030 2.83118 -0.04643 0.169
C 1.24278 3.67239 0.03746 0.099
C 0.54302 4.91455 0.25036 0.007
H -0.55344 4.86062 0.17601 0.024
H 0.88602 5.68742 -0.45799 0.002
H 0.79534 5.28210 1.25814 0.006
N 3.12982 -1.51128 -0.25672 0.088
C 3.86196 -2.27515 -0.74766 0.033
C 5.03715 -3.13442 -0.88001 0.001
H 5.84122 -2.77312 -1.54463 0.000
H 4.81224 -4.18111 -1.11812 0.003
H 5.46617 -3.14145 0.11769 0.005
N -1.78819 -2.82859 0.07414 0.011
C -2.89773 -2.46445 0.05747 0.006
C -4.32534 -2.36460 0.22580 0.001
H -4.60173 -3.05568 1.03710 0.000
H -4.89558 -2.67017 -0.66493 0.000
H -4.65676 -1.35144 0.50750 0.001
Ru 0.77452 -0.29660 -0.62496 1.911
C 0.56152 -1.66482 0.65496 -0.013
O 0.47843 -2.23875 1.64956 0.063
C 1.64316 0.50289 0.89666 0.010
O 2.07681 0.69771 1.93956 0.058
C 1.03295 1.10989 -2.40794 0.126
C -0.25646 1.15557 -1.84283 0.008
C -1.01517 -0.04911 -1.79178 0.094
C -0.43447 -1.22982 -2.28398 0.038
C 0.94160 -1.30466 -2.52116 0.068
C 1.68788 -0.10655 -2.59119 0.117
H 1.57827 2.04584 -2.54821 -0.006
H -0.74960 2.09535 -1.57452 0.021
H -2.07094 0.00366 -1.51093 0.016
H -1.04775 -2.12871 -2.33295 0.001
H 1.42020 -2.28021 -2.63736 0.004
H 2.77102 -0.12516 -2.75412 0.013
C -2.46810 1.91379 3.01030 0.117
C -1.93604 0.85878 2.10319 -0.031
N -1.99244 -0.40263 2.63740 0.123
O -1.47100 1.07460 0.98130 0.803
H -3.05657 1.47018 3.80420 0.014
H -3.07437 2.60948 2.45104 -0.002
H -1.63009 2.46034 3.43101 -0.002
H -1.43476 -1.14223 2.23651 -0.006
H -2.26582 -0.52559 3.60104 -0.004


No. 5
44
Properties=species:S:1:pos:R:3:mulliken_charge:R:1 method="wB97M-V/def2-TZVPD" de_lowest_kj_mol=206.1 gap_ev=8.8 molar_mass_da=332.36 multiplicity=1 homo_ev=-8.340
O 0.60508 3.90017 -1.92319 -0.690
C 0.86788 3.43078 -0.83470 0.311
N 1.15629 4.26435 0.23758 -0.041
C 1.45629 3.90499 1.52767 0.436
O 1.71143 4.72519 2.37550 -0.629
N 1.45655 2.54392 1.77569 0.174
C 1.72456 2.10738 3.14678 -1.332
C 0.45614 1.83223 3.88345 0.443
C -0.40633 0.77571 3.83040 -0.275
C -1.45889 1.08091 4.72615 -0.515
C -1.15648 2.29853 5.25250 -0.470
O -0.00395 2.76063 4.74734 -0.332
C 1.21636 1.57092 0.82205 1.462
O 1.27110 0.38072 1.13922 -0.861
C 0.91688 2.02229 -0.51103 -0.468
C 0.64396 1.10968 -1.52372 -0.534
N 0.62918 -0.18808 -1.33514 0.132
N 0.35137 -1.12233 -2.32202 -0.563
C 0.93671 -2.40114 -1.94725 -0.595
C 0.46522 -3.58615 -2.78556 -0.824
C -0.82271 -4.22427 -2.26470 -0.623
C -2.08135 -3.40604 -2.53758 -0.698
C -2.01488 -1.97894 -1.99986 -0.661
C -1.03094 -1.10025 -2.78225 -0.860
H 1.14711 5.26084 0.05188 0.243
H 2.26683 2.91335 3.64362 0.411
H 2.32891 1.19954 3.08729 0.425
H -0.29269 -0.10167 3.22811 0.579
H -2.31502 0.47671 4.94612 0.412
H -1.66085 2.91526 5.96960 0.465
H 0.41615 1.49953 -2.50832 0.604
H 0.85076 -0.48737 -0.36991 0.613
H 0.74708 -2.62165 -0.88383 0.319
H 2.01886 -2.28155 -2.06863 0.426
H 1.25325 -4.34091 -2.74957 0.370
H 0.35043 -3.28408 -3.82601 0.317
H -0.94227 -5.20335 -2.73348 0.332
H -0.72391 -4.38903 -1.18890 0.310
H -2.26139 -3.36666 -3.61465 0.303
H -2.93171 -3.91852 -2.08258 0.331
H -3.00758 -1.53258 -2.08337 0.348
H -1.74812 -1.98430 -0.94116 0.337
H -1.03222 -1.39673 -3.83417 0.367
H -1.35307 -0.05803 -2.73937 0.499


No. 6
43
Properties=species:S:1:pos:R:3:mulliken_charge:R:1 method="wB97M-V/def2-TZVPD" de_lowest_kj_mol=192.4 gap_ev=8.0 molar_mass_da=312.38 multiplicity=1 homo_ev=-7.589
O -0.73361 1.41197 2.06116 -0.764
N -0.07420 -0.35044 -2.25401 -1.345
N -0.12394 1.62310 -3.33166 -0.748
C -0.07894 0.26839 -3.41073 0.407
C -0.31436 1.76285 -2.04810 0.836
C -0.27244 0.35310 0.05810 0.244
C 2.39939 3.88903 1.66804 -1.001
C 2.18870 4.64584 0.55669 -0.269
C 1.53682 2.75978 1.79817 -0.329
C 1.22985 4.46727 -0.44882 -1.230
C 0.55603 2.48673 0.77701 -0.001
C 0.41805 3.31970 -0.30082 1.166
N -0.28555 0.59100 -1.34966 0.966
N -0.41497 -0.91438 0.57834 0.310
N -0.56028 -3.77483 1.28028 -0.255
N -0.31600 1.40208 0.88958 0.734
C 0.16030 -0.41848 -4.71834 -1.087
C -0.62066 3.08885 -1.38540 -1.009
C -1.01895 -4.96859 2.10430 -0.892
C 0.50677 -1.39952 1.66202 -0.545
C -1.18999 -1.94937 -0.03047 -0.497
C 0.19349 -2.78763 2.17990 -1.015
C -1.76967 -3.11071 0.77505 -0.917
H 3.18730 4.14660 2.35348 0.415
H 2.57350 5.70042 0.42699 0.232
H 1.76013 2.14132 2.60890 0.519
H 1.24256 5.13915 -1.28786 0.403
H 0.78029 0.24428 -5.31456 0.316
H -0.82619 -0.59020 -5.12118 0.256
H 0.53444 -1.44357 -4.56081 0.308
H -1.60519 2.93105 -0.86865 0.308
H -0.77109 3.82870 -2.11649 0.461
H -1.68081 -4.54781 2.96120 0.343
H -0.24084 -5.53080 2.66499 0.286
H -1.50870 -5.78244 1.46673 0.270
H 0.42527 -0.73471 2.47775 0.282
H 1.45756 -1.45305 1.19410 0.392
H -0.62409 -2.44493 -0.85089 0.277
H -2.14063 -1.56577 -0.48497 0.379
H 1.09857 -3.27154 2.46835 0.405
H -0.38592 -2.77888 3.02455 0.580
H -2.20246 -2.72538 1.72628 0.390
H -2.48956 -3.65820 0.12143 0.421